C21H19FeN4O2PS | ωB97M-V with the def2-TZVPD basis set

Geometry as XYZ:
```
49
Properties=species:S:1:pos:R:3:nbo_charge:R:1
Fe -1.39718 1.37808 -0.88378 1.5788
N -0.58606 5.05470 1.31770 -0.7593
C -1.01038 3.86826 0.86984 0.3149
S -0.97744 3.64105 -0.87738 -0.2662
N -1.41550 2.98920 1.75381 -0.4030
N -1.79454 1.83005 1.17106 -0.3465
C -2.38879 0.93722 1.86511 0.0700
C -2.80197 -0.27399 1.14860 0.1609
C -3.40055 -1.35403 1.76664 -0.2133
C -3.73524 -2.45860 0.99321 -0.1132
C -3.46619 -2.44758 -0.36430 -0.2346
C -2.87200 -1.32370 -0.91686 0.0973
N -2.55268 -0.26393 -0.17470 -0.5872
H -0.36781 5.79451 0.67503 0.4187
H -0.65737 5.25689 2.30186 0.4203
H -2.59368 1.07576 2.92166 0.2232
H -3.59767 -1.33049 2.82959 0.2418
H -4.20364 -3.31926 1.45157 0.2409
H -3.71302 -3.28813 -0.99618 0.2481
H -2.64379 -1.25344 -1.97345 0.2420
O -0.58512 -0.57835 -4.23674 -0.5537
C -0.41078 0.16393 -3.31136 0.7894
O -1.38573 0.79614 -2.66732 -0.8391
C 0.98054 0.44425 -2.73122 -0.8438
P 0.81819 0.33076 -0.92278 0.8877
C 2.32973 0.88285 -0.11764 -0.3068
C 2.49746 2.24040 0.15256 -0.2148
C 3.67535 2.68583 0.73021 -0.1890
C 4.67969 1.78058 1.04400 -0.1709
C 4.51158 0.42800 0.78003 -0.1974
C 3.33830 -0.02629 0.19953 -0.2066
C 0.58243 -1.41217 -0.52084 -0.3078
C 0.52658 -2.40487 -1.49567 -0.2155
C 0.27161 -3.71984 -1.12500 -0.1991
C 0.07041 -4.04346 0.20711 -0.1852
C 0.12100 -3.05298 1.18274 -0.1953
C 0.37217 -1.74177 0.82056 -0.2331
H 1.25081 1.48117 -2.94872 0.2810
H 1.73378 -0.21619 -3.15535 0.2698
H 1.71051 2.94453 -0.09128 0.2257
H 3.80875 3.73872 0.93893 0.2272
H 5.59731 2.13020 1.49790 0.2305
H 5.29617 -0.27510 1.02472 0.2314
H 3.20828 -1.08187 -0.00320 0.2275
H 0.66929 -2.17094 -2.54260 0.2384
H 0.23577 -4.48995 -1.88386 0.2342
H -0.12182 -5.06997 0.49033 0.2303
H -0.02730 -3.30697 2.22415 0.2277
H 0.42053 -0.96922 1.58179 0.2232
```

* spin multiplicity: 6
* gap between HOMO and LUMO (spin up / spin down): 0.284 / 0.256 Ha
* expectation value of S²: 8.768
* HOMO energy (spin up / spin down): -11.56 / -11.79 eV
* total charge: +1

=====

C27H81N15O12 | ωB97M-V with the def2-TZVPD basis set

Geometry as XYZ:
```
135
Properties=species:S:1:pos:R:3:mulliken_charge:R:1
C 9.59744 14.27316 8.84838 -0.9277
C 10.39177 12.94852 8.74804 0.5005
C 11.86369 13.12958 9.36496 -0.1611
O 12.79377 13.77034 8.56964 -0.5848
C 12.80427 13.44206 7.23868 -1.0874
N 9.80493 11.86298 9.53584 -0.6779
H 8.57066 14.21282 8.48756 0.4636
H 10.14283 14.95762 8.19865 0.3185
H 9.50081 14.71680 9.83931 -0.0323
H 10.42457 12.70828 7.68536 0.5864
H 12.30148 12.13892 9.48764 0.3603
H 11.88118 13.56980 10.36194 -0.6243
H 11.94948 13.69212 6.61026 0.2846
H 13.03818 12.37786 7.20946 0.4132
H 13.66650 13.97630 6.83962 0.3726
H 8.83804 11.68016 9.30822 0.3526
H 9.77331 12.33894 10.42610 -0.1857
C 16.25675 9.71531 13.30264 -1.7330
C 15.98467 11.16316 12.68970 2.4548
C 17.25927 11.84908 12.17368 -0.8402
O 18.27828 12.00754 13.11040 -0.4655
C 19.48522 12.53798 12.65076 -0.8036
N 14.88959 11.18420 11.71720 -0.5329
H 17.19565 9.66676 13.85420 0.4155
H 16.44281 8.92611 12.57418 0.4124
H 15.41961 9.30590 13.86802 0.2410
H 15.58310 11.80562 13.47334 -1.2598
H 16.85738 12.81546 11.86916 0.1395
H 17.71180 11.24308 11.38878 0.5657
H 19.29402 13.59098 12.44406 0.2912
H 19.81461 12.04168 11.73792 0.3161
H 20.21748 12.52780 13.45810 0.2496
H 15.05426 12.01952 11.17386 0.2163
H 13.95663 11.17644 12.10404 0.1606
C 10.23138 15.27286 12.52028 -1.5710
C 10.93407 16.64786 12.55984 2.2109
C 11.12531 17.32338 11.19970 -0.5879
O 11.66126 18.62846 11.32652 -0.4670
C 13.08151 18.66438 11.26734 -0.5027
N 10.22094 17.44768 13.53348 -0.8365
H 10.01960 14.77624 13.46718 0.3102
H 10.72247 14.57220 11.84500 -0.1994
H 9.23533 15.38932 12.09318 0.6634
H 11.91854 16.48926 13.00002 -0.9361
H 10.19743 17.44310 10.64042 0.2705
H 11.77786 16.74884 10.54230 0.1814
H 13.53366 19.65383 11.19910 0.3906
H 13.47627 18.30591 10.31666 0.2536
H 13.59688 18.17470 12.09360 0.0900
H 10.85432 18.23344 13.57256 0.4072
H 10.26861 16.99442 14.43480 0.3087
C 17.51194 15.39952 14.50026 0.3165
O 17.91705 15.89904 13.44622 -0.8359
N 16.94992 16.07070 15.43304 -0.0486
N 17.53205 14.16462 14.84784 0.0682
H 16.68235 15.57794 16.27308 0.1649
H 17.07503 17.07080 15.49834 0.2569
H 17.19661 13.87526 15.75550 0.1217
H 17.79549 13.53088 14.10684 0.0709
C 14.74947 14.95992 18.08810 0.4529
O 15.82425 14.66660 17.48688 -0.8997
N 13.58284 14.87472 17.49564 0.4610
N 14.62737 15.34264 19.30234 -0.3404
H 12.73941 15.14184 17.98284 0.1802
H 13.50052 14.44728 16.58426 -0.9255
H 13.72089 15.69706 19.57214 0.1640
H 15.48646 15.39580 19.83076 0.3251
C 10.22479 12.16776 17.74811 0.4707
O 9.10532 12.16010 18.18014 -0.7381
N 10.90150 13.24546 17.41322 -0.0723
N 10.83161 11.03336 17.47628 -0.2140
H 11.82383 13.10608 17.02594 -0.0116
H 10.45747 14.14274 17.27968 0.1637
H 11.78055 11.03520 17.13043 0.0279
H 10.38940 10.16840 17.75264 0.1958
C 8.70287 12.06886 13.06878 0.4394
O 9.75277 12.42232 12.57458 0.2033
N 8.60313 11.70220 14.31266 -0.3329
N 7.54464 11.93576 12.41870 -0.4488
H 7.70871 11.37434 14.64822 0.1450
H 9.43617 11.54248 14.86096 -0.0234
H 7.54271 12.11860 11.42538 0.1957
H 6.73916 11.45160 12.78870 0.1705
C 13.35913 13.44062 14.35904 -0.3563
O 13.10352 12.80906 15.37592 -0.6019
N 14.34117 14.28228 14.20040 2.5533
N 12.74339 13.32038 13.21236 1.9473
H 15.00384 14.32832 14.96122 -0.3021
H 14.60571 14.50890 13.25238 -0.7836
H 13.05359 13.72888 12.34228 -0.6917
H 11.94243 12.71094 13.29694 -0.7953
C 15.11949 15.31306 10.59292 0.1947
O 14.80699 14.41434 11.32678 -0.3178
N 16.09012 16.07948 10.97130 -0.3072
N 14.65244 15.62442 9.41757 -0.1591
H 16.68056 16.55024 10.30058 0.1792
H 16.41389 15.99584 11.92432 0.0280
H 13.88838 15.04370 9.10280 0.3346
H 15.04230 16.43592 8.95978 0.1687
C 12.10870 8.28522 11.67682 -0.9938
C 12.18743 8.05712 13.16092 0.5014
C 11.15782 8.96726 13.92002 -0.5885
O 11.84539 6.70186 13.42508 -0.5743
H 11.10096 7.99102 11.38354 0.4031
H 12.82969 7.73134 11.07558 0.3245
H 12.32342 9.30456 11.35598 0.0440
H 13.18228 8.26278 13.55602 -0.0191
H 11.60956 9.95100 13.79234 -0.1602
H 11.19717 8.83630 15.00142 0.2931
H 10.13853 8.97385 13.53388 0.4066
H 11.03717 6.55128 12.92940 0.3749
C 12.31573 18.05090 17.33745 -1.3739
C 12.90236 18.51842 16.01498 0.0560
C 13.59956 17.39578 15.26422 0.0937
O 11.86956 19.12298 15.32176 -0.4593
H 11.75041 17.13822 17.14891 0.2808
H 11.56685 18.63937 17.86752 0.5139
H 13.09435 17.80895 18.06086 0.2311
H 13.56175 19.33031 16.32180 0.2155
H 12.84628 16.65570 14.99412 -0.3410
H 14.25387 16.89882 15.98048 0.0456
H 14.14351 17.65148 14.35492 0.3117
H 11.22077 19.36612 15.98626 0.3321
C 16.01075 11.47560 16.55460 -0.1954
C 16.01506 11.10570 18.05850 0.3967
C 14.64397 10.46923 18.49764 -1.3050
O 17.11338 10.23476 18.27810 -0.5509
H 15.16311 12.15206 16.44500 -0.2502
H 15.96706 10.64546 15.84956 0.4380
H 16.84008 12.13890 16.30898 0.1240
H 16.12326 12.02266 18.63778 0.1532
H 14.41314 9.48334 18.09414 0.3361
H 13.76713 11.07186 18.26082 0.1241
H 14.66480 10.29040 19.57268 0.4848
H 17.07078 9.88522 19.17119 0.3481
```

* gap between HOMO and LUMO: 0.323 Ha
* HOMO energy: -8.54 eV
* SMILES string: COC[C@H](C)N.COC[C@H](C)N.COC[C@H](C)N.NC(N)=O.NC(N)=O.NC(N)=O.NC(N)=O.NC(N)=O.NC(N)=O.CC(C)O.CC(C)O.CC(C)O

=====

C5H16N2O | ωB97M-V with the def2-TZVPD basis set

Geometry as XYZ:
```
24
Properties=species:S:1:pos:R:3:nbo_charge:R:1
N -2.07717 1.36470 1.27359 -0.7844
C -0.86115 0.54130 0.98890 -0.2167
C -0.35591 0.45324 -0.53191 -0.2656
N 1.11889 0.29956 -0.80417 0.0365
C 1.46746 -1.12789 -1.00303 -0.2696
C 1.60489 -2.01498 0.32838 -0.6329
C 1.91286 1.06667 -0.03993 -0.5020
H -2.36560 1.13750 2.28580 0.3836
H -1.76665 2.29479 1.33145 0.3508
H -1.13699 -0.53069 1.41024 0.2225
H 0.00733 0.82167 1.55748 0.1709
H -0.60733 1.36959 -1.06659 0.2443
H -0.77313 -0.32093 -1.07336 0.2324
H 0.71079 -1.31086 -1.73103 0.2261
H 2.24115 -0.90931 -1.73959 0.2429
H 1.02416 -1.57202 1.10338 0.2241
H 1.33519 -3.10401 0.11579 0.2725
H 2.71535 -2.11301 0.67927 0.2536
H 2.06196 0.70002 0.99408 0.2848
H 1.48527 2.18632 -0.02850 0.2511
H 2.95509 1.17167 -0.44907 0.2699
H -3.52166 0.69035 -1.38345 0.4961
H -3.73908 -0.95265 -1.27908 0.4928
O -3.43573 -0.14103 -0.93865 -0.9839
```

* spin multiplicity: 2
* gap between HOMO and LUMO (spin up / spin down): 0.395 / 0.222 Ha
* expectation value of S²: 0.755
* HOMO energy (spin up / spin down): -13.39 / -13.35 eV
* total charge: +1

=====

C4H9NO | ωB97M-V with the def2-TZVPD basis set

Geometry as XYZ:
```
15
Properties=species:S:1:pos:R:3:nbo_charge:R:1
C -1.88059 -0.78177 1.13008 -0.4477
C -2.04949 0.82161 2.91272 -0.0913
N -2.23616 0.49590 1.69978 -0.3884
H -1.21740 -1.40719 1.74854 0.1676
H -2.85372 -1.24474 0.96494 0.2157
H -1.47419 -0.50446 0.15456 0.2134
H -2.65342 1.66166 3.22787 0.1857
H -1.24604 0.30966 3.44118 0.1446
C 2.63477 0.84461 -1.53629 -0.5103
C 2.12729 -0.19813 -2.17171 0.1460
O 1.34471 -0.20778 -3.31864 -0.6898
H 3.36410 0.65710 -0.75739 0.2161
H 2.25354 1.82864 -1.73701 0.2116
H 2.48270 -1.20661 -2.05879 0.1505
H 1.40390 -1.06850 -3.69982 0.4763
```

* gap between HOMO and LUMO: 0.366 Ha
* HOMO energy: -9.16 eV
* SMILES string: C=CO.C=NC

=====

What are the ΔE to the lowest compared entry with this formula, charge and spin values for these records? In order: 0.0, 75.8, 52.2, 78.0 kcal/mol.